[1]
Formula: C38H28F2N4O2Sr
Source: the Open Molecules 2025 dataset
Level of theory: wB97M-V/def2-TZVPD

Its energy above the lowest of the compared OMol25 structures with the same formula, charge and spin is 2.132 eV. Its orbital gap is 6.4 eV. For the HOMO energy, the calculation gives -1.86 eV.

Geometry as ORCA input:
```
! wB97M-V def2-TZVPD RIJCOSX def2/J DEFGRID3
* xyz -2 1
Sr 0.110 0.111 -0.035
O -1.442 1.759 -1.324
C -2.537 2.254 -1.599
C -3.180 2.354 -2.866
C -4.241 3.146 -3.197
C -4.763 4.000 -2.184
C -4.316 3.839 -0.903
C -3.367 2.852 -0.567
C -2.983 2.735 0.817
N -1.878 2.339 1.256
C -1.708 2.173 2.710
C -0.290 1.878 3.167
N 0.035 0.481 2.815
C 0.215 -0.302 3.841
C 0.362 -1.735 3.732
C 0.650 -2.441 4.941
C 0.622 -3.758 5.010
C 0.262 -4.551 3.872
C -0.008 -3.931 2.685
C 0.052 -2.480 2.526
O -0.182 -1.925 1.458
H -2.756 1.734 -3.694
H -4.746 3.067 -4.179
H -5.492 4.706 -2.607
H -4.756 4.390 -0.091
H -3.747 3.070 1.574
H -2.442 1.449 3.062
H -2.072 3.081 3.193
H -0.126 2.163 4.221
H 0.401 2.512 2.687
H 0.100 0.184 4.788
H 1.069 -1.868 5.811
H 0.907 -4.459 5.845
H 0.295 -5.674 3.874
H -0.089 -4.482 1.733
F 3.182 5.304 1.455
C 3.427 3.986 1.085
C 2.405 3.211 0.604
C 2.533 1.844 0.290
C 3.799 1.295 0.425
C 4.910 2.142 0.728
F 6.283 1.793 0.585
C 4.684 3.458 1.091
C 4.001 -0.154 0.114
C 5.220 -0.769 0.012
C 5.417 -2.128 -0.177
C 4.298 -2.901 -0.233
C 3.071 -2.273 -0.136
N 2.947 -0.981 0.008
H 1.466 3.663 0.447
H 5.574 4.000 1.155
H 6.080 -0.133 -0.085
H 6.411 -2.524 -0.291
H 4.307 -3.950 -0.472
H 2.122 -2.800 -0.134
C -4.137 -2.009 -0.679
C -4.141 -2.546 -1.965
C -3.086 -2.292 -2.799
C -2.043 -1.543 -2.285
N -2.035 -1.081 -1.084
C -3.049 -1.303 -0.231
C -0.811 -1.371 -3.153
C -0.951 -1.466 -4.598
C 0.116 -1.256 -5.487
C 1.344 -0.928 -4.927
C 1.488 -0.837 -3.539
C 0.492 -1.079 -2.570
H -5.051 -2.175 -0.064
H -4.993 -3.040 -2.295
H -3.019 -2.686 -3.764
H -2.881 -0.935 0.740
H -1.990 -1.650 -4.948
H -0.053 -1.141 -6.514
H 2.218 -0.815 -5.553
H 2.487 -0.601 -3.129
*
```

---

[2]
Formula: C38H28F5NNiP2Se
Source: the Open Molecules 2025 dataset
Level of theory: wB97M-V/def2-TZVPD

Its orbital gap (spin up / spin down) is 3.7 / 4.6 eV. As for the expectation value of S²: 2.074. For the HOMO energy (spin up / spin down), the calculation gives 0.61 / -0.34 eV.

Geometry as ORCA input:
```
! wB97M-V def2-TZVPD RIJCOSX def2/J DEFGRID3
* xyz -2 3
Ni -0.484 -1.288 -0.350
C 2.241 1.074 -1.135
N 1.018 1.308 -0.369
P 1.029 0.895 1.303
C 2.540 1.871 1.657
C 3.848 1.377 1.751
C 4.905 2.226 1.992
C 4.697 3.590 2.160
C 3.400 4.094 2.084
C 2.345 3.245 1.850
C 1.704 -0.814 1.356
C 1.467 -1.770 0.351
C 1.906 -3.076 0.553
C 2.520 -3.450 1.737
C 2.721 -2.517 2.739
C 2.293 -1.214 2.550
P -0.425 0.771 -1.180
C -0.180 1.878 -2.631
C -0.384 1.404 -3.923
C -0.177 2.224 -5.014
C 0.240 3.538 -4.831
C 0.450 4.019 -3.544
C 0.240 3.202 -2.456
C -1.728 1.783 -0.396
C -1.551 2.869 0.449
C -2.645 3.568 0.921
C -3.927 3.203 0.547
C -4.115 2.111 -0.290
C -3.023 1.407 -0.751
H 2.943 0.424 -0.608
H 2.739 2.029 -1.332
H 2.004 0.615 -2.101
H 4.038 0.320 1.624
H 5.912 1.826 2.043
H 5.532 4.250 2.349
H 3.230 5.155 2.210
H 1.339 3.638 1.800
H 1.166 -1.487 -0.697
H 1.770 -3.812 -0.227
H 2.842 -4.473 1.868
H 3.210 -2.798 3.664
H 2.418 -0.480 3.338
H -0.702 0.378 -4.052
H -0.332 1.843 -6.016
H 0.404 4.184 -5.684
H 0.786 5.038 -3.393
H 0.404 3.569 -1.454
H -0.554 3.146 0.761
H -2.502 4.409 1.592
H -4.781 3.757 0.916
H -5.116 1.809 -0.568
H -3.147 0.530 -1.374
C -1.644 -1.099 1.032
C -2.857 -0.692 1.530
C -4.088 -1.278 1.103
C -5.274 -0.909 1.677
C -5.316 0.047 2.690
C -4.131 0.650 3.109
C -2.931 0.297 2.555
H -4.049 -2.019 0.316
H -6.201 -1.361 1.335
H -6.259 0.310 3.152
H -4.167 1.410 3.882
H -2.007 0.762 2.871
F 2.052 -7.848 -1.114
C 1.250 -6.752 -1.245
C 0.090 -6.627 -0.475
F -0.195 -7.609 0.421
C -0.754 -5.552 -0.645
F -1.878 -5.507 0.090
C -0.481 -4.514 -1.565
Se -1.608 -3.044 -1.804
C 0.695 -4.683 -2.329
F 1.016 -3.745 -3.245
C 1.540 -5.761 -2.185
F 2.664 -5.872 -2.947
*
```

---

[3]
Formula: C38H28FN6O11ScTe
Source: the Open Molecules 2025 dataset
Level of theory: wB97M-V/def2-TZVPD

Its energy above the lowest of the compared OMol25 structures with the same formula, charge and spin is 1.256 eV. Its orbital gap is 4.9 eV. For the HOMO energy, the calculation gives -1.39 eV.

Geometry as ORCA input:
```
! wB97M-V def2-TZVPD RIJCOSX def2/J DEFGRID3
* xyz -2 1
Sc -0.596 -1.177 0.542
O 0.228 -7.011 -1.948
C 0.063 -5.783 -1.389
C -0.802 -5.578 -0.318
C -0.931 -4.298 0.173
N -0.252 -3.278 -0.340
C 0.554 -3.468 -1.380
C 0.749 -4.709 -1.939
C 1.089 -2.156 -1.932
O 1.950 -2.171 -2.802
O 0.496 -1.152 -1.404
C -1.996 -3.870 1.178
O -2.573 -4.735 1.824
O -2.186 -2.606 1.156
H -0.341 -7.633 -1.484
H -1.389 -6.372 0.132
H 1.404 -4.828 -2.792
O -3.686 1.370 6.465
C -4.122 1.560 5.311
O -5.139 2.161 4.906
C -3.254 0.938 4.188
C -3.608 1.075 2.858
C -2.839 0.464 1.883
N -1.704 -0.165 2.190
C -1.350 -0.312 3.466
C -2.120 0.202 4.494
C -0.130 -1.127 3.704
C 0.603 -1.014 4.873
C 1.718 -1.815 5.048
C 2.065 -2.708 4.054
C 1.295 -2.742 2.906
N 0.221 -1.979 2.727
C -3.210 0.394 0.453
C -4.455 0.791 -0.013
C -4.781 0.608 -1.340
C -3.847 0.006 -2.171
C -2.620 -0.323 -1.648
N -2.270 -0.079 -0.378
H -4.486 1.665 2.631
H -1.883 0.044 5.537
H 0.312 -0.287 5.618
H 2.319 -1.723 5.945
H 2.936 -3.345 4.146
H 1.555 -3.398 2.087
H -5.172 1.210 0.679
H -5.751 0.901 -1.719
H -4.065 -0.198 -3.210
H -1.829 -0.722 -2.271
F 7.791 0.122 0.363
C 6.632 -0.552 0.250
C 5.471 0.107 0.178
N 4.267 -0.522 0.066
C 3.006 0.236 0.043
C 2.214 0.006 1.345
O 2.832 -0.132 2.392
O 0.939 0.011 1.184
C 4.181 -1.891 0.194
O 3.135 -2.498 0.291
N 5.407 -2.541 0.189
C 6.685 -1.995 0.243
O 7.675 -2.699 0.288
H 5.450 1.187 0.214
H 2.394 -0.069 -0.801
H 3.225 1.297 -0.030
H 5.354 -3.546 0.224
C -0.782 6.648 -5.136
C -0.726 5.493 -4.165
C -1.683 5.325 -3.176
C -1.589 4.304 -2.229
C -2.677 4.162 -1.196
C -0.493 3.423 -2.238
Te -0.098 2.056 -0.635
C 0.430 3.531 -3.300
C 1.576 2.560 -3.458
C 0.306 4.563 -4.230
H -1.681 7.250 -4.981
H -0.780 6.299 -6.173
H 0.086 7.301 -5.011
H -2.523 6.015 -3.126
H -3.431 4.948 -1.305
H -2.255 4.199 -0.188
H -3.166 3.189 -1.290
H 1.260 1.543 -3.223
H 2.386 2.804 -2.763
H 1.969 2.591 -4.479
H 1.045 4.647 -5.024
*
```

---

[4]
Formula: C38H29BiO2PSSi
Source: the Open Molecules 2025 dataset
Level of theory: wB97M-V/def2-TZVPD

Its energy above the lowest of the compared OMol25 structures with the same formula, charge and spin is 0.000 eV. Its orbital gap (spin up / spin down) is 6.8 / 5.5 eV. As for the expectation value of S²: 0.759. For the HOMO energy (spin up / spin down), the calculation gives -6.57 / -6.61 eV.

Geometry as ORCA input:
```
! wB97M-V def2-TZVPD RIJCOSX def2/J DEFGRID3
* xyz 0 2
Bi -0.623 -0.736 -1.190
O 2.397 1.601 2.984
C 1.577 1.578 2.098
O 1.855 1.145 0.867
C 0.157 1.999 2.289
C -0.311 1.925 3.597
C -1.624 2.242 3.897
C -2.466 2.660 2.879
C -1.994 2.770 1.580
C -0.677 2.445 1.252
P -0.162 2.505 -0.514
C 1.204 3.731 -0.558
C 1.802 4.310 0.555
C 2.877 5.179 0.409
C 3.356 5.494 -0.852
C 2.751 4.941 -1.973
C 1.689 4.064 -1.824
C -1.498 3.518 -1.258
C -2.469 2.868 -2.015
C -3.517 3.582 -2.584
C -3.596 4.954 -2.406
C -2.626 5.613 -1.660
C -1.585 4.901 -1.089
H 0.376 1.598 4.365
H -1.986 2.161 4.913
H -3.497 2.910 3.093
H -2.670 3.113 0.810
H 1.438 4.096 1.552
H 3.340 5.605 1.290
H 4.198 6.165 -0.962
H 3.112 5.186 -2.964
H 1.223 3.634 -2.706
H -2.409 1.795 -2.152
H -4.268 3.063 -3.166
H -4.409 5.513 -2.851
H -2.686 6.686 -1.523
H -0.831 5.418 -0.507
C 2.440 -1.264 -3.747
C 2.900 -2.091 -2.734
C 3.213 -1.558 -1.491
C 3.071 -0.193 -1.236
C 2.621 0.626 -2.275
C 2.305 0.099 -3.519
Si 3.383 0.478 0.476
C 4.682 1.814 0.479
C 5.247 2.258 -0.720
C 6.197 3.270 -0.733
C 6.604 3.851 0.458
C 6.064 3.416 1.661
C 5.113 2.407 1.673
C 3.693 -0.907 1.667
C 4.968 -1.183 2.159
C 5.179 -2.245 3.028
C 4.114 -3.043 3.417
C 2.837 -2.783 2.934
C 2.630 -1.724 2.064
H 2.190 -1.679 -4.716
H 3.006 -3.154 -2.909
H 3.552 -2.219 -0.701
H 2.506 1.690 -2.109
H 1.952 0.750 -4.309
H 4.949 1.806 -1.658
H 6.620 3.601 -1.673
H 7.345 4.641 0.451
H 6.386 3.863 2.593
H 4.691 2.078 2.613
H 5.806 -0.559 1.867
H 6.174 -2.446 3.405
H 4.276 -3.869 4.098
H 2.004 -3.404 3.236
H 1.628 -1.535 1.688
S -1.855 -1.086 2.172
C -1.366 -0.960 0.702
*
```

---

[5]
Formula: C38H29BrIMoN7OS2
Source: the Open Molecules 2025 dataset
Level of theory: wB97M-V/def2-TZVPD

Its energy above the lowest of the compared OMol25 structures with the same formula, charge and spin is 0.710 eV. Its orbital gap (spin up / spin down) is 6.1 / 5.9 eV. As for the expectation value of S²: 2.028. For the HOMO energy (spin up / spin down), the calculation gives -13.17 / -13.17 eV.

Geometry as ORCA input:
```
! wB97M-V def2-TZVPD RIJCOSX def2/J DEFGRID3
* xyz 2 3
Mo -0.296 0.301 1.453
C 3.153 2.168 3.600
C 1.866 1.908 3.139
N 1.637 0.875 2.334
C 2.672 0.066 2.031
C 3.945 0.379 2.454
N 4.191 1.435 3.231
C 2.301 -1.189 1.308
C 3.135 -2.248 1.041
C 2.612 -3.412 0.469
C 1.240 -3.467 0.207
C 0.449 -2.380 0.492
N 0.995 -1.265 1.016
C -1.021 -2.285 0.227
C -1.794 -3.298 -0.284
N -3.077 -3.111 -0.624
C -3.584 -1.909 -0.454
C -2.847 -0.879 0.137
N -1.584 -1.076 0.482
C 3.483 -4.564 0.157
C 3.270 -5.318 -0.990
C 4.117 -6.387 -1.243
N 5.121 -6.741 -0.437
C 5.307 -6.009 0.664
C 4.525 -4.915 1.001
H 3.338 2.998 4.271
H 1.022 2.532 3.400
H 4.793 -0.227 2.161
H 4.190 -2.184 1.269
H 0.803 -4.369 -0.199
H -1.388 -4.291 -0.433
H -4.608 -1.741 -0.763
H -3.273 0.097 0.328
H 2.487 -5.071 -1.696
H 3.985 -6.988 -2.135
H 6.122 -6.315 1.308
H 4.712 -4.382 1.925
N 0.332 0.819 -0.713
C 1.502 1.687 -0.697
C 2.697 1.250 -1.236
C 3.809 2.082 -1.185
C 3.703 3.343 -0.615
C 2.490 3.767 -0.083
C 1.374 2.939 -0.108
C 0.075 3.306 0.515
C -0.473 4.574 0.379
C -1.699 4.881 0.964
C -2.384 3.926 1.697
C -1.843 2.653 1.858
C -0.618 2.346 1.262
H -0.450 1.311 -1.148
H 0.535 0.021 -1.312
H 2.762 0.275 -1.710
H 4.749 1.750 -1.606
H 4.562 4.000 -0.585
H 2.412 4.744 0.380
H 0.047 5.321 -0.210
H -2.115 5.873 0.847
H -3.329 4.170 2.163
H -2.374 1.939 2.483
C -4.541 0.344 4.875
O -3.135 0.383 4.510
C -2.666 -0.575 3.740
S -3.495 -1.840 3.146
S -0.887 -0.369 3.637
H -4.702 1.247 5.450
H -4.733 -0.544 5.472
H -5.154 0.323 3.978
Br -1.246 2.893 -5.159
C -2.903 2.041 -5.416
C -3.760 2.565 -6.374
C -4.996 1.979 -6.599
C -5.381 0.859 -5.877
C -4.531 0.326 -4.921
C -3.298 0.923 -4.693
I -2.072 0.068 -3.234
H -3.448 3.426 -6.948
H -5.656 2.399 -7.346
H -6.339 0.392 -6.060
H -4.820 -0.556 -4.366
*
```